Record 1
C13H10F5NORu as an isolated structure at a distorted geometry, computed with the ωB97M-V functional and the def2-TZVPD basis.

Computed properties:
Largest force on an atom ... 4.5 eV/Å
2S+1 ... 6
⟨S²⟩ ... 8.78
Total charge ... -1
Gap between HOMO and LUMO (spin up / spin down) ... 6.29 / 6.24 eV

Each line ends with the Löwdin spin population.
Cartesian coordinates (Å):
C (3.485, -0.526, 0.013)  0.05
C (2.968, -0.238, -1.305)  0.12
C (1.940, -1.179, -1.595)  0.18
C (1.756, -2.015, -0.480)  0.16
C (2.655, -1.608, 0.549)  0.12
Ru (1.769, 0.549, 0.712)  2.75
N (1.159, -0.286, 2.166)  0.83
C (1.668, 2.582, 0.406)  0.17
C (1.757, 2.399, -0.951)  0.32
H (1.422, -1.259, -2.551)  0.01
H (3.462, 0.418, -2.028)  0.00
H (1.093, -2.881, -0.427)  0.01
H (2.887, -2.164, 1.464)  0.01
H (4.417, -0.145, 0.442)  0.02
H (2.690, 2.506, -1.444)  0.02
H (0.665, 2.861, 0.761)  0.02
H (0.403, 0.388, 2.538)  0.08
H (0.933, 2.491, -1.628)  0.02
H (2.514, 2.689, 1.128)  0.04
F (-5.801, -1.445, 0.501)  0.00
C (-4.573, -0.921, 0.342)  0.00
C (-3.485, -1.762, 0.097)  0.00
F (-3.677, -3.095, 0.015)  0.00
C (-2.230, -1.225, -0.060)  0.00
F (-1.193, -2.043, -0.322)  0.00
C (-1.964, 0.176, 0.068)  0.01
O (-0.799, 0.666, 0.041)  0.06
C (-3.127, 1.000, 0.248)  0.00
F (-2.952, 2.334, 0.301)  0.00
C (-4.387, 0.464, 0.400)  0.00
F (-5.455, 1.267, 0.600)  0.00

Record 2
C21H25N3O6PtS as an isolated structure, computed with the ωB97M-V functional and the def2-TZVPD basis.

Computed properties:
Largest force on an atom ... 0.2 eV/Å
Energy above the lowest of the compared OMol25 structures with the same formula, charge and spin ... 0.0000 eV
Total charge ... +2
Gap between HOMO and LUMO ... 6.07 eV

Each line ends with the natural charge from an NBO analysis.
Cartesian coordinates (Å):
Pt (-0.228, 0.241, 0.902)  1.61
N (-0.909, 1.020, 2.667)  -0.71
C (-0.236, 2.307, 3.045)  -0.23
C (-0.404, 3.330, 1.939)  -0.55
C (0.535, 3.105, 0.777)  0.77
O (1.253, 3.946, 0.331)  -0.49
O (0.530, 1.894, 0.177)  -0.62
H (-1.916, 1.172, 2.598)  0.42
H (-0.746, 0.341, 3.410)  0.42
H (0.812, 2.073, 3.229)  0.24
H (-0.684, 2.650, 3.977)  0.24
H (-0.208, 4.328, 2.323)  0.28
H (-1.433, 3.316, 1.565)  0.24
C (6.389, 2.972, -1.906)  -0.65
C (5.329, 2.046, -1.390)  0.08
C (5.627, 1.084, -0.423)  -0.21
C (4.658, 0.224, 0.050)  -0.13
C (3.361, 0.355, -0.448)  -0.46
C (3.026, 1.305, -1.410)  -0.07
C (4.023, 2.137, -1.876)  -0.23
S (2.174, -0.714, 0.180)  2.37
O (1.621, -0.163, 1.536)  -0.87
O (2.662, -2.035, 0.340)  -0.86
O (0.876, -0.568, -0.625)  -0.89
H (7.361, 2.751, -1.471)  0.23
H (6.134, 4.006, -1.669)  0.25
H (6.470, 2.897, -2.990)  0.24
H (6.637, 1.003, -0.044)  0.24
H (4.902, -0.536, 0.781)  0.24
H (2.013, 1.392, -1.773)  0.24
H (3.784, 2.878, -2.628)  0.24
C (-4.332, -3.168, -1.076)  -0.43
N (-3.944, -1.761, -1.051)  -0.14
N (-2.868, -1.280, -0.335)  -0.25
C (-2.915, 0.085, -0.356)  0.57
O (-2.008, 0.841, 0.178)  -0.68
C (-4.055, 0.462, -1.056)  -0.37
C (-4.669, -0.709, -1.467)  0.31
C (-5.936, -0.895, -2.218)  -0.67
C (-1.786, -2.063, 0.126)  0.29
C (-1.291, -1.792, 1.431)  -0.48
C (-0.229, -2.587, 1.922)  -0.07
C (0.337, -3.567, 1.135)  -0.21
C (-0.149, -3.777, -0.151)  -0.05
C (-1.199, -3.017, -0.670)  -0.25
H (-3.761, -3.717, -0.335)  0.24
H (-4.156, -3.596, -2.061)  0.24
H (-5.387, -3.248, -0.824)  0.25
H (-4.370, 1.469, -1.264)  0.27
H (-6.301, 0.066, -2.569)  0.27
H (-6.702, -1.337, -1.577)  0.26
H (-5.792, -1.550, -3.077)  0.26
H (-1.966, -1.328, 2.144)  0.26
H (0.136, -2.424, 2.928)  0.25
H (1.159, -4.159, 1.510)  0.27
H (0.308, -4.534, -0.775)  0.26
H (-1.536, -3.171, -1.686)  0.25

Record 3
An isolated ion of composition C3H5N2O3 and charge -1 at a distorted geometry, computed with the ωB97M-V functional and the def2-TZVPD basis.

Computed properties:
Largest force on an atom ... 1.5 eV/Å
SMILES ... NC(=O)CNC(=O)[O-]
Energy above the lowest of the compared OMol25 structures with the same formula, charge and spin ... 0.3620 eV
Total charge ... -1
Gap between HOMO and LUMO ... 8.24 eV

Each line ends with the natural charge from an NBO analysis.
Cartesian coordinates (Å):
O (0.776, -1.726, 2.265)  -0.64
C (0.499, -0.721, 1.642)  0.68
N (0.963, 0.541, 1.972)  -0.85
C (-0.367, -0.763, 0.380)  -0.32
N (0.217, 0.008, -0.668)  -0.75
C (-0.603, 0.743, -1.663)  0.88
O (0.077, 1.498, -2.374)  -0.79
O (-1.809, 0.488, -1.581)  -0.78
H (0.811, 1.149, 1.170)  0.41
H (1.895, 0.514, 2.362)  0.38
H (-1.365, -0.357, 0.553)  0.25
H (-0.454, -1.844, 0.231)  0.18
H (1.220, -0.022, -0.775)  0.37

Record 4
One molecule with the formula C2H4OS2 at a distorted geometry, computed with the ωB97M-V functional and the def2-TZVPD basis.

Computed properties:
Largest force on an atom ... 3.5 eV/Å
SMILES ... O=C(S)CS
Energy above the lowest of the compared OMol25 structures with the same formula, charge and spin ... 0.4037 eV
Gap between HOMO and LUMO ... 9.85 eV

Each line ends with the natural charge from an NBO analysis.
Cartesian coordinates (Å):
C (-0.539, -0.006, 0.584)  -0.66
C (0.638, 0.753, -0.095)  0.45
H (-1.435, -0.378, -1.623)  0.13
H (-0.735, 0.504, 1.566)  0.26
H (-0.079, -1.025, 0.737)  0.21
H (1.463, -1.486, -0.215)  0.13
O (0.620, 1.899, -0.269)  -0.51
S (-2.036, 0.004, -0.375)  0.02
S (2.103, -0.264, -0.311)  -0.03

Record 5
One molecule with the formula C2H4Cl2 at a distorted geometry, computed with the ωB97M-V functional and the def2-TZVPD basis.

Computed properties:
Largest force on an atom ... 2.2 eV/Å
SMILES ... ClCCCl
Energy above the lowest of the compared OMol25 structures with the same formula, charge and spin ... 0.4563 eV
Gap between HOMO and LUMO ... 11.61 eV

Each line ends with the natural charge from an NBO analysis.
Cartesian coordinates (Å):
Cl (0.703, 1.934, -0.452)  -0.07
C (0.310, 0.450, 0.508)  -0.37
C (-0.415, -0.671, -0.284)  -0.43
Cl (0.559, -1.150, -1.603)  -0.02
H (-0.377, 0.836, 1.261)  0.21
H (1.224, 0.279, 1.078)  0.23
H (-1.233, -0.117, -0.743)  0.22
H (-0.771, -1.562, 0.234)  0.24

Record 6
A 3-piece molecular cluster, C4H10IN4 overall at a distorted geometry, computed with the ωB97M-V functional and the def2-TZVPD basis.

Computed properties:
Largest force on an atom ... 4.0 eV/Å
Energy above the lowest of the compared OMol25 structures with the same formula, charge and spin ... 2.4626 eV
Total charge ... +1
Gap between HOMO and LUMO ... 9.23 eV

Each line ends with the natural charge from an NBO analysis.
Cartesian coordinates (Å):
C (1.828, 2.863, 1.559)  -0.09
C (1.758, 1.980, 0.505)  -0.09
C (-0.714, -1.071, -0.490)  -0.74
C (0.323, -0.367, -1.117)  0.38
N (-0.151, 2.233, 1.323)  -0.11
N (0.575, 2.987, 2.018)  -0.19
N (0.513, 1.531, 0.472)  -0.32
N (0.255, 0.130, -2.325)  -0.63
I (2.376, -3.289, -0.962)  -0.10
H (1.069, 0.553, -2.749)  0.43
H (2.538, 1.459, 0.019)  0.21
H (-0.535, -2.205, -0.442)  0.30
H (-1.605, -1.030, -1.040)  0.24
H (-0.883, -0.639, 0.539)  0.29
H (1.269, -0.534, -0.743)  0.22
H (-1.180, 2.113, 1.350)  0.42
H (2.612, 3.538, 1.825)  0.24
H (-0.608, 0.405, -2.702)  0.42
H (3.601, -3.079, -1.914)  0.12

Record 7
One molecule with the formula C5H13NO at a distorted geometry, computed with the ωB97M-V functional and the def2-TZVPD basis.

Computed properties:
Largest force on an atom ... 3.9 eV/Å
SMILES ... C[C@@H](N)CCCO
Energy above the lowest of the compared OMol25 structures with the same formula, charge and spin ... 2.7903 eV
Gap between HOMO and LUMO ... 9.58 eV

Each line ends with the natural charge from an NBO analysis.
Cartesian coordinates (Å):
C (0.637, 0.738, -1.540)  -0.63
C (-0.515, 1.000, -0.609)  -0.05
C (-0.761, -0.454, -0.034)  -0.41
C (0.557, -1.162, 0.310)  -0.46
C (0.564, -1.423, 1.765)  -0.06
O (0.216, -0.284, 2.545)  -0.75
N (-1.569, 1.728, -1.450)  -0.87
H (1.612, 0.692, -1.075)  0.21
H (0.770, 1.494, -2.342)  0.20
H (0.529, -0.203, -2.208)  0.21
H (-0.313, 1.619, 0.350)  0.18
H (-1.427, -0.366, 0.838)  0.22
H (-1.379, -0.961, -0.851)  0.21
H (1.596, -0.930, 0.167)  0.23
H (0.440, -2.191, -0.184)  0.22
H (0.014, -2.205, 2.206)  0.17
H (1.615, -1.512, 2.015)  0.15
H (0.986, -0.072, 3.180)  0.47
H (-2.345, 2.127, -0.960)  0.36
H (-1.228, 2.365, -2.125)  0.36

Record 8
C66H75GaNO3S2 as an isolated structure at a distorted geometry, computed with the ωB97M-V functional and the def2-TZVPD basis.

Computed properties:
Largest force on an atom ... 1.6 eV/Å
Total charge ... -1
Gap between HOMO and LUMO ... 6.63 eV

Each line ends with the Mulliken charge.
Cartesian coordinates (Å):
C (3.210, -5.242, 6.797)  -0.96
C (3.912, -4.198, 7.642)  -0.31
O (4.257, -3.049, 6.907)  -0.38
C (3.132, -2.241, 6.529)  -0.28
C (3.607, -0.816, 6.271)  -0.83
O (3.440, -0.484, 4.917)  -0.56
Ga (4.592, 0.960, 4.395)  0.64
C (3.587, 2.079, 3.021)  -1.01
C (2.207, 2.628, 3.452)  -0.27
C (1.123, 1.626, 3.123)  -0.14
S (-0.508, 2.060, 3.840)  -0.45
C (-1.049, 0.651, 4.780)  0.48
S (-0.377, 0.336, 6.226)  -0.20
N (-2.157, -0.037, 4.266)  0.47
C (-2.278, -0.080, 2.826)  -1.36
C (-1.226, -0.350, 1.965)  0.59
C (-1.436, -0.353, 0.598)  -1.47
C (-2.690, -0.104, 0.068)  -0.51
C (-3.756, 0.130, 0.924)  -0.49
C (-3.539, 0.145, 2.292)  -0.25
C (-2.497, -1.297, 4.882)  -0.79
C (-3.385, -1.316, 5.947)  -0.06
C (-3.764, -2.504, 6.544)  -0.63
C (-3.262, -3.704, 6.062)  -0.38
C (-2.372, -3.682, 4.997)  -0.79
C (-1.985, -2.494, 4.407)  0.11
C (6.181, 0.015, 3.534)  -1.33
C (5.619, -1.044, 2.580)  2.05
C (5.987, -0.792, 1.132)  -1.80
O (6.060, -2.350, 2.974)  -0.56
C (5.056, -3.162, 3.539)  -0.50
C (4.006, -3.624, 2.565)  -0.17
C (4.237, -4.700, 1.715)  -0.64
C (3.244, -5.106, 0.841)  -0.30
C (2.016, -4.469, 0.781)  -0.72
C (1.780, -3.400, 1.635)  -0.86
C (2.773, -2.986, 2.511)  0.62
H (3.037, -6.156, 7.359)  0.42
H (2.240, -4.865, 6.489)  0.24
H (3.769, -5.453, 5.892)  0.16
H (4.847, -4.607, 8.021)  0.31
H (3.283, -3.908, 8.487)  0.35
H (2.354, -2.301, 7.296)  0.64
H (2.716, -2.642, 5.605)  0.07
H (4.652, -0.731, 6.577)  0.32
H (3.042, -0.129, 6.910)  0.21
H (4.983, 1.818, 5.696)  -0.61
H (4.215, 2.937, 2.776)  0.57
H (3.427, 1.543, 2.079)  0.30
H (2.180, 2.912, 4.501)  0.48
H (2.003, 3.541, 2.885)  -0.13
H (1.416, 0.625, 3.429)  -0.15
H (0.976, 1.591, 2.045)  0.55
H (-0.243, -0.541, 2.361)  1.35
H (-0.610, -0.537, -0.069)  0.51
H (-2.865, -0.086, -0.996)  0.35
H (-4.745, 0.309, 0.533)  0.44
H (-4.361, 0.333, 2.965)  0.51
H (-3.763, -0.366, 6.290)  0.43
H (-4.448, -2.465, 7.376)  0.39
H (-3.552, -4.640, 6.508)  0.40
H (-1.966, -4.605, 4.613)  0.41
H (-1.301, -2.508, 3.575)  0.56
H (6.840, 0.732, 3.045)  0.45
H (6.772, -0.507, 4.284)  0.48
H (4.532, -0.993, 2.631)  -0.74
H (7.054, -0.623, 1.004)  0.40
H (5.672, -1.612, 0.488)  0.37
H (5.475, 0.110, 0.799)  0.30
H (5.564, -4.041, 3.933)  0.51
H (4.573, -2.659, 4.375)  -0.06
H (5.186, -5.213, 1.760)  0.45
H (3.428, -5.951, 0.192)  0.33
H (1.261, -4.822, 0.098)  0.47
H (0.829, -2.897, 1.602)  0.60
H (2.592, -2.161, 3.188)  0.33
C (3.430, -7.431, -2.711)  -0.30
C (4.786, -7.275, -2.460)  -0.24
C (5.716, -7.986, -3.207)  -0.49
C (5.290, -8.844, -4.212)  -0.36
C (3.934, -8.998, -4.464)  -0.40
C (3.004, -8.295, -3.711)  -0.50
H (2.705, -6.879, -2.128)  0.39
H (5.118, -6.600, -1.681)  0.42
H (6.773, -7.868, -3.008)  0.37
H (6.016, -9.393, -4.797)  0.37
H (3.601, -9.667, -5.248)  0.37
H (1.946, -8.416, -3.906)  0.38
C (-6.425, 3.270, -3.484)  -0.25
C (-6.022, 1.954, -3.311)  -1.09
C (-4.984, 1.654, -2.438)  -0.29
C (-4.353, 2.670, -1.734)  0.48
C (-4.759, 3.986, -1.905)  -0.75
C (-5.791, 4.286, -2.782)  0.05
H (-7.231, 3.505, -4.167)  0.06
H (-6.516, 1.160, -3.856)  0.37
H (-4.668, 0.627, -2.308)  0.31
H (-3.546, 2.436, -1.051)  0.05
H (-4.268, 4.778, -1.355)  0.62
H (-6.103, 5.313, -2.919)  0.67
C (3.290, -4.917, -5.195)  0.11
C (2.518, -5.152, -6.325)  -0.56
C (1.945, -4.088, -7.009)  -0.33
C (2.151, -2.788, -6.567)  -0.43
C (2.925, -2.553, -5.439)  -0.40
C (3.492, -3.617, -4.751)  -0.57
H (3.734, -5.745, -4.662)  0.27
H (2.362, -6.166, -6.670)  0.37
H (1.339, -4.272, -7.887)  0.36
H (1.707, -1.958, -7.102)  0.35
H (3.085, -1.540, -5.094)  0.38
H (4.091, -3.434, -3.868)  0.45
C (0.343, 5.652, 0.994)  -0.74
C (-0.611, 4.665, 1.203)  0.10
C (-1.657, 4.509, 0.304)  -0.57
C (-1.749, 5.336, -0.806)  0.56
C (-0.793, 6.321, -1.017)  -0.54
C (0.251, 6.481, -0.117)  -0.52
H (1.158, 5.772, 1.696)  0.39
H (-0.549, 4.010, 2.061)  0.30
H (-2.400, 3.740, 0.473)  0.39
H (-2.564, 5.211, -1.510)  -0.07
H (-0.862, 6.965, -1.885)  0.26
H (0.995, 7.250, -0.281)  0.37
C (-2.567, 7.724, -6.893)  -0.38
C (-1.643, 7.147, -6.033)  -0.58
C (-2.000, 6.859, -4.723)  -0.26
C (-3.283, 7.141, -4.275)  -0.08
C (-4.208, 7.716, -5.136)  -0.43
C (-3.849, 8.011, -6.444)  -0.56
H (-2.288, 7.951, -7.914)  0.37
H (-0.644, 6.923, -6.383)  0.38
H (-1.276, 6.416, -4.052)  0.30
H (-3.562, 6.914, -3.253)  0.38
H (-5.210, 7.937, -4.787)  0.46
H (-4.568, 8.465, -7.114)  0.41
C (-8.678, 5.272, -4.911)  -0.08
C (-9.744, 5.322, -5.798)  -0.47
C (-9.531, 5.690, -7.119)  -0.42
C (-8.250, 6.002, -7.553)  -0.45
C (-7.183, 5.949, -6.667)  -0.76
C (-7.397, 5.587, -5.344)  -0.20
H (-8.847, 4.989, -3.880)  0.44
H (-10.742, 5.075, -5.460)  0.36
H (-10.363, 5.734, -7.810)  0.36
H (-8.082, 6.286, -8.585)  0.38
H (-6.184, 6.191, -7.006)  0.43
H (-6.565, 5.550, -4.652)  0.26